1.
ORCA calculation (ωB97M-V/def2-TZVPD) on a 12-piece molecular cluster, C4H31NO12S overall.

The geometry in ORCA input format:
```
! wB97M-V def2-TZVPD RIJCOSX def2/J DEFGRID3
* xyz -2 1
C 0.45 -2.38 -1.42
C 0.74 -1.48 -0.21
C 0.89 -2.45 1.05
S 2.60 -2.76 1.65
N -0.37 -0.58 -0.05
C -0.23 0.81 -0.65
O -0.98 0.99 -1.74
H 1.22 -2.14 -2.11
H -0.56 -2.01 -1.89
H 0.39 -3.43 -1.10
H 1.76 -0.91 -0.27
H 0.40 -2.04 1.84
H 0.51 -3.35 0.87
H -1.23 -1.07 -0.52
H -0.78 1.53 0.06
H 0.84 1.02 -0.78
H -2.94 -0.13 3.53
H -3.78 -0.53 2.50
O -3.69 0.10 3.22
H -1.04 -0.89 1.96
H -1.95 -1.87 2.30
O -1.60 -1.11 2.71
H 1.49 1.31 -3.29
H -0.02 1.12 -2.94
O 0.72 1.50 -3.54
H -3.16 -1.35 -0.62
H -2.69 -2.42 0.57
O -3.38 -1.85 0.28
H 3.34 0.62 -0.42
H 2.87 0.91 1.09
O 2.85 1.26 0.21
H 3.92 -1.17 -1.23
H 2.47 -0.62 -1.72
O 3.43 -0.45 -1.72
H 1.11 3.34 1.03
H 2.32 2.95 0.21
O 1.90 3.66 0.71
H -0.12 4.19 -1.79
H 0.64 3.82 -2.89
O 0.62 4.51 -2.16
H 1.33 0.27 2.22
H 2.38 -0.68 2.88
O 2.12 0.30 2.75
H -3.17 1.58 2.35
H -1.73 2.09 1.57
O -2.61 2.22 2.02
H -1.92 -0.17 -1.93
H -2.98 -1.18 -2.57
O -2.39 -1.07 -2.01
*
```

The calculation puts the molar mass at 317.35 g/mol. As for the calculated total energy: -1526.70052 Ha.

Atom charges from the Mulliken analysis, given in e for atoms 1 to 4: atom 1 (C): -0.853, atom 2 (C): 1.337, atom 3 (C): -1.663, atom 4 (S): -0.645


2.
ORCA calculation (ωB97M-V/def2-TZVPD) on a single C7H14O3 molecule.

The geometry in ORCA input format:
```
! wB97M-V def2-TZVPD RIJCOSX def2/J DEFGRID3
* xyz 0 1
C 0.36 -0.58 0.19
C -1.04 -0.20 -0.26
C 0.41 -0.27 1.85
C 0.52 -2.10 0.04
C 1.55 0.12 -0.44
C -0.95 1.11 -1.23
C -1.03 1.04 -2.55
O -2.03 0.05 0.69
O -0.75 2.28 -0.57
O 0.18 1.13 2.05
H -1.78 0.82 1.24
H -0.51 2.08 0.35
H 0.28 1.34 2.98
H -1.46 -0.98 -0.90
H 1.41 -0.55 2.20
H -0.33 -0.87 2.38
H -0.36 -2.63 0.40
H 0.67 -2.35 -1.01
H 1.37 -2.45 0.61
H 2.48 -0.44 -0.35
H 1.49 0.36 -1.49
H 1.77 1.08 0.03
H -1.15 1.93 -3.14
H -1.10 0.09 -3.06
*
```

The calculation puts the molar mass at 146.19 g/mol. As for the calculated total energy: -500.78666 Ha.

Atom charges from the Mulliken analysis, given in e for atoms 1 to 4: atom 1 (C): 2.361, atom 2 (C): -0.881, atom 3 (C): -1.069, atom 4 (C): -2.038


3.
ORCA calculation (ωB97M-V/def2-TZVPD) on C36H30MnN3P2 as an isolated structure.

The geometry in ORCA input format:
```
! wB97M-V def2-TZVPD RIJCOSX def2/J DEFGRID3
* xyz 1 6
Mn 0.11 -0.32 0.08
C 0.84 -0.22 3.21
P 1.23 1.08 1.92
C 2.09 2.42 2.81
C 3.31 2.94 2.39
C 3.88 4.00 3.08
C 3.24 4.55 4.18
C 2.01 4.05 4.59
C 1.43 2.99 3.90
C 2.53 0.37 0.83
C 3.59 -0.44 1.23
C 4.51 -0.89 0.30
C 4.40 -0.52 -1.04
C 3.37 0.30 -1.45
C 2.43 0.73 -0.52
C -0.61 -0.58 3.00
C -1.71 -0.56 3.82
C -2.85 -0.74 2.98
C -2.38 -0.87 1.70
C -3.09 -0.99 0.37
P -2.08 -0.09 -0.89
C -2.83 1.55 -1.01
C -2.26 2.60 -0.30
C -2.85 3.86 -0.31
C -4.01 4.07 -1.03
C -4.59 3.02 -1.75
C -4.00 1.77 -1.74
C -2.34 -0.90 -2.50
C -2.06 -0.16 -3.66
C -2.12 -0.77 -4.90
C -2.44 -2.12 -5.01
C -2.71 -2.85 -3.87
C -2.66 -2.25 -2.62
N -1.01 -0.80 1.71
H 1.04 0.18 4.20
H 1.51 -1.07 3.05
H 3.82 2.52 1.54
H 4.84 4.40 2.76
H 3.69 5.38 4.71
H 1.51 4.48 5.44
H 0.47 2.61 4.22
H 3.70 -0.72 2.27
H 5.33 -1.53 0.62
H 5.14 -0.86 -1.76
H 3.30 0.61 -2.48
H 1.66 1.44 -0.83
H -1.71 -0.41 4.89
H -3.89 -0.76 3.28
H -4.07 -0.53 0.39
H -3.22 -2.03 0.06
H -1.35 2.43 0.27
H -2.40 4.67 0.25
H -4.47 5.05 -1.04
H -5.50 3.19 -2.31
H -4.46 0.95 -2.30
H -1.82 0.89 -3.58
H -1.91 -0.19 -5.79
H -2.49 -2.59 -5.98
H -2.97 -3.90 -3.95
H -2.87 -2.84 -1.74
N 3.04 -4.11 -4.40
C 2.51 -3.98 -3.40
C 1.82 -3.80 -2.14
C 1.52 -4.88 -1.31
C 0.87 -4.63 -0.11
C 0.55 -3.33 0.22
N 0.85 -2.29 -0.58
C 1.47 -2.52 -1.74
H 1.79 -5.88 -1.61
H 0.61 -5.43 0.56
H 0.03 -3.08 1.14
H 1.69 -1.67 -2.37
*
```

The calculation puts the molar mass at 621.54 g/mol. As for the calculated total energy: -3387.63846 Ha. The expectation value of S² is 8.7618.

Atom charges from the Mulliken analysis, given in e for atoms 1 to 4: atom 1 (Mn): 0.275, atom 2 (C): -0.860, atom 3 (P): 0.854, atom 4 (C): 0.791


Q: calculated total energy of number 1 (C4H31NO12S)?
A: -1526.70052 Ha


Q: Which of these has the lowest calculated total energy?
A: C36H30MnN3P2


Q: Look up the calculated total energy of the first one.
A: -1526.70052 Ha